ORCA calculation (ωB97M-V/def2-TZVPD) on a molecular structure, C34H23BrN2O7PtS.

LUMO level: -2.34 eV
relative energy (zero: lowest compared OMol25 entry of this formula, charge and spin): 15.85 kcal per mole
HOMO-LUMO gap: 0.24486 Ha
energy: -137060.854 eV

Each line ends with the Mulliken charge.
Element x y z (Å)
Pt: -0.381514 -0.360069 -3.432068  0.919
O: 0.341986 -2.638029 -1.520923  -0.650
C: 1.330084 -1.999642 -1.834363  0.733
O: 1.394514 -1.053609 -2.716912  -0.687
C: 2.661024 -2.291402 -1.183275  0.289
C: 2.745616 -3.354170 -0.294573  -0.767
C: 3.949227 -3.602185 0.336458  -0.090
C: 5.076213 -2.832143 0.125753  -0.450
C: 4.951873 -1.783667 -0.763907  -0.094
C: 3.772179 -1.497095 -1.425888  -0.418
N: 6.131664 -0.929532 -1.007038  1.111
O: 6.015870 -0.032274 -1.817884  -0.622
O: 7.148653 -1.189503 -0.400479  -0.632
N: 4.040733 -4.731558 1.286623  1.071
O: 5.109650 -4.919515 1.829524  -0.625
O: 3.032208 -5.373137 1.490796  -0.616
H: 1.875944 -3.965062 -0.102061  0.686
H: 6.005488 -3.039384 0.632125  0.621
H: 3.712826 -0.668632 -2.114918  0.579
C: -0.023122 1.058378 -2.312838  -0.077
C: 0.322780 1.931933 -1.515833  -0.296
C: 0.649891 2.882658 -0.608420  0.443
C: 2.055600 3.069247 -0.251898  0.573
C: 3.054477 2.725624 -1.170191  -0.356
C: 4.387250 2.845360 -0.826356  -0.704
C: 4.737014 3.283283 0.445883  -0.484
C: 3.754170 3.606325 1.372173  -0.831
C: 2.417856 3.508455 1.026360  -0.203
C: -0.415560 3.669913 0.010068  0.065
C: -0.214611 5.008174 0.365353  -0.315
C: -1.251806 5.738696 0.915923  -0.761
C: -2.483617 5.135319 1.137781  -0.594
C: -2.686947 3.804984 0.793587  -0.282
C: -1.664886 3.073490 0.216816  0.284
H: 2.767904 2.375515 -2.153733  0.441
H: 5.155092 2.585025 -1.541683  0.413
H: 5.781579 3.364086 0.717302  0.418
H: 4.030054 3.926146 2.368008  0.418
H: 1.651402 3.729380 1.756373  0.545
H: 0.740516 5.479007 0.174540  0.555
H: -1.103146 6.779643 1.169616  0.400
H: -3.289684 5.707627 1.578477  0.397
H: -3.645974 3.337983 0.975135  0.393
H: -1.794728 2.029587 -0.043637  -0.102
Br: -2.356577 0.121957 -4.629328  -0.513
O: -1.384848 -0.155156 -0.060717  -0.263
S: -1.750722 -1.427034 0.630013  -0.161
C: -3.116625 -1.005941 1.722513  0.553
C: -3.833356 0.157050 1.494934  -0.140
C: -4.885283 0.477992 2.338951  -0.675
C: -5.208666 -0.358877 3.399696  -0.507
C: -4.477722 -1.517357 3.622639  -0.575
C: -3.420748 -1.842424 2.784271  -0.406
C: -2.715130 -2.395226 -0.526004  0.628
C: -2.827288 -3.758998 -0.317357  -0.386
C: -3.560024 -4.518192 -1.217497  -0.590
C: -4.147035 -3.909961 -2.318844  -0.471
C: -4.004245 -2.543670 -2.526065  -0.734
C: -3.287215 -1.775148 -1.622314  -0.278
H: -3.557503 0.791768 0.661989  0.238
H: -5.458086 1.380760 2.168845  0.399
H: -6.029818 -0.104472 4.056996  0.388
H: -4.724882 -2.164584 4.453820  0.382
H: -2.837260 -2.739480 2.955793  0.375
H: -2.327564 -4.225805 0.523213  0.383
H: -3.653555 -5.586337 -1.071557  0.385
H: -4.705863 -4.506236 -3.028551  0.388
H: -4.438073 -2.075103 -3.399671  0.371
H: -3.137652 -0.714760 -1.781562  0.506

Atomic forces in eV per Å
Pt 0.457 -0.006 0.312
O -0.062 0.027 0.027
C 0.007 -0.128 -0.048
O -0.006 0.016 -0.023
C -0.026 0.012 0.059
C -0.001 0.004 0.008
C 0.024 -0.058 -0.053
C 0.002 -0.006 -0.006
C -0.005 0.035 0.044
C 0.001 0.016 -0.003
N 0.055 -0.113 -0.162
O -0.030 0.061 0.067
O -0.027 0.047 0.057
N -0.078 0.152 0.229
O 0.018 -0.045 -0.091
O 0.041 -0.038 -0.093
H -0.001 -0.002 -0.001
H 0.001 0.000 0.002
H -0.003 -0.002 0.004
C -0.256 -0.201 -0.223
C -0.054 0.121 -0.119
C 0.041 -0.026 0.043
C -0.020 -0.017 0.020
C 0.012 -0.006 -0.007
C 0.013 -0.017 -0.016
C -0.003 -0.001 0.003
C -0.002 0.002 -0.002
C 0.001 0.011 -0.002
C -0.029 -0.002 0.024
C 0.014 -0.014 -0.006
C -0.009 0.005 -0.001
C -0.004 0.001 0.002
C 0.017 0.013 -0.007
C 0.026 0.008 -0.006
H 0.003 0.002 0.002
H 0.006 -0.015 0.001
H 0.000 -0.001 0.000
H 0.000 0.000 -0.001
H -0.006 0.007 0.000
H 0.009 -0.001 0.004
H 0.001 -0.001 0.000
H -0.001 0.000 0.001
H -0.005 0.006 0.003
H 0.011 0.001 -0.007
Br -0.173 0.206 -0.062
O -0.025 0.008 0.040
S 0.062 0.037 -0.037
C -0.005 -0.014 0.014
C 0.005 -0.002 -0.003
C 0.001 -0.011 0.004
C -0.002 0.007 0.000
C 0.003 -0.001 -0.004
C -0.004 -0.002 0.001
C 0.017 -0.012 -0.028
C 0.008 -0.028 -0.016
C 0.012 -0.005 0.012
C -0.012 0.025 -0.006
C -0.039 -0.047 -0.004
C 0.051 0.023 0.013
H -0.018 -0.025 0.006
H -0.006 0.004 0.002
H 0.000 -0.001 0.000
H -0.001 0.001 0.000
H 0.002 0.005 0.006
H -0.011 -0.011 0.003
H -0.001 0.001 0.002
H 0.003 -0.002 0.000
H 0.014 0.005 0.010
H -0.013 -0.011 0.011